Formula: C9H13N3O5Pd
Source: the OMol25 dataset
Level of theory: ωB97M-V/def2-TZVPD

Geometry as XYZ:
```
31
C9H13N3O5Pd (ωB97M-V/def2-TZVPD)
Pd -0.0610 0.2478 -0.5040
O -1.6568 -1.7554 0.1916
C -1.7947 -1.5464 1.5648
C -0.4745 -1.1752 2.2522
N -0.0285 0.1777 1.9764
C -0.9272 1.1594 2.5612
C -2.1140 1.6124 1.6224
O -3.1541 1.9525 2.2189
O -1.9115 1.6541 0.3975
C 1.3438 0.3282 2.4291
C 2.3950 -0.4247 1.5201
O 3.3390 -0.9588 2.1294
O 2.2276 -0.3747 0.2935
H -1.1516 -0.9285 -0.1408
H -2.1621 -2.4936 1.9973
H -2.5483 -0.7688 1.7684
H 0.3009 -1.8607 1.8929
H -0.5996 -1.3239 3.3517
H -0.3761 2.0825 2.7748
H -1.3526 0.8067 3.5239
H 1.4692 -0.0108 3.4790
H 1.6271 1.3842 2.3823
N -0.6692 -0.0208 -4.6042
C 0.6718 0.2806 -4.5731
C 1.1102 -0.0712 -3.3289
N 0.0781 -0.5839 -2.5988
C -0.9816 -0.5271 -3.3674
H -1.3083 0.1904 -5.3541
H 1.1722 0.6997 -5.4277
H 2.0962 -0.0019 -2.9030
H -1.9638 -0.8633 -3.0994
```

Results
E: -1019.07203 a.u.
Kohn-Sham gap: 3.7 eV
ΔE to the lowest compared entry with this formula, charge and spin: 2.418 eV
Net charge: -2
HOMO: 1.128 eV
Lowest unoccupied orbital energy: 0.1792 hartree

Formula: C21H22N2O3S
Source: the OMol25 dataset
Level of theory: ωB97M-V/def2-TZVPD

Geometry as XYZ:
```
49
C21H22N2O3S (ωB97M-V/def2-TZVPD)
C -0.1963 -2.6470 1.4294
C -0.2586 -1.4177 2.3258
C 1.1137 -0.7552 2.4970
N 1.5960 -0.1757 1.2726
C 1.2273 1.0612 0.8151
C 1.8435 1.3189 -0.3759
S 1.7642 2.7773 -1.3587
C 1.1226 3.9721 -0.1453
C -0.3333 3.7322 0.2340
O -0.7397 3.9232 1.3612
N -1.1045 3.3471 -0.7979
C -2.4774 2.9280 -0.6305
C -2.6052 1.4249 -0.5509
C -3.2320 0.8295 0.5310
C -3.3866 -0.5529 0.6258
C -2.8769 -1.3095 -0.3994
C -2.2227 -0.7194 -1.4825
C -2.0794 0.6407 -1.5845
O -1.8119 -1.6934 -2.3508
C -2.2306 -2.9173 -1.7873
O -2.8972 -2.6689 -0.5679
C 2.6287 0.1748 -0.7009
C 3.4626 -0.1458 -1.7695
C 4.0974 -1.3661 -1.7592
C 3.9158 -2.2662 -0.7050
C 3.0954 -1.9727 0.3619
C 2.4431 -0.7434 0.3624
H -1.1864 -3.0799 1.3129
H 0.1843 -2.3813 0.4452
H 0.4589 -3.4022 1.8592
H -0.9513 -0.6884 1.8998
H -0.6303 -1.7005 3.3124
H 1.0413 0.0392 3.2466
H 1.8433 -1.4913 2.8439
H 0.5642 1.6722 1.3957
H 1.7472 3.9515 0.7475
H 1.2138 4.9490 -0.6230
H -0.6368 3.1009 -1.6602
H -2.8384 3.3860 0.2928
H -3.0625 3.3092 -1.4743
H -3.6174 1.4513 1.3241
H -3.8848 -1.0099 1.4641
H -1.5851 1.0767 -2.4369
H -1.3534 -3.5584 -1.6045
H -2.9150 -3.4287 -2.4830
H 3.6001 0.5580 -2.5766
H 4.7506 -1.6391 -2.5746
H 4.4331 -3.2142 -0.7293
H 2.9666 -2.6788 1.1682
```

Results
E: -1546.87290 a.u.
Kohn-Sham gap: 8.2 eV
SMILES: CCCn1cc(SCC(=O)NCc2ccc3c(c2)OCO3)c2ccccc21
ΔE to the lowest compared entry with this formula, charge and spin: 0.558 eV
Net charge: 0
HOMO: -7.529 eV
Lowest unoccupied orbital energy: 0.0237 hartree

Formula: C5H9O2S
Source: the OMol25 dataset
Level of theory: ωB97M-V/def2-TZVPD

Geometry as XYZ:
```
17
C5H9O2S (ωB97M-V/def2-TZVPD)
C -1.4832 0.1063 -1.1483
C -0.3599 0.0004 -2.2066
C -0.0168 -0.3695 -0.8203
C 1.8102 -0.3745 0.8882
C 0.8059 0.4096 0.0845
O -2.4208 0.2534 2.3339
O -0.2843 0.6296 3.5090
S -1.1395 1.0371 2.4172
H -1.7990 1.0537 -0.7042
H -2.1613 -0.7523 -0.9846
H -0.6434 -0.7004 -2.9705
H 0.1334 0.8740 -2.4994
H -0.0228 -1.4955 -0.5287
H 1.7542 -0.2467 1.9580
H 2.9017 -0.2205 0.5444
H 1.6527 -1.3389 0.6868
H 1.2728 1.1344 -0.5592
```

Results
E: -744.48585 a.u.
Kohn-Sham gap (alpha / beta): 5.5 / 7.0 eV
ΔE to the lowest compared entry with this formula, charge and spin: 4.285 eV
Net charge: -1
HOMO (alpha / beta): -1.608 / -3.126 eV
Lowest unoccupied orbital energy (alpha / beta): 0.1432 / 0.1435 hartree